C8H13N2O5SZn | ωB97M-V with the def2-TZVPD basis set

Summary:
- E_HOMO (eV) = -13.21
- ΔE to the lowest compared entry with this formula, charge and spin (kcal/mol) = 44.0
- lowest unoccupied orbital energy (eV) = -3.91
- charge = +1

CARTESIAN COORDINATES (ANGSTROEM)
Zn: 1.420 0.716 -1.053
O: 2.420 -2.988 -0.706
C: 2.068 -1.711 -0.548
O: 1.800 -1.024 -1.627
C: 2.969 -1.054 0.506
O: 2.705 0.348 0.550
C: 2.018 0.917 1.693
C: 0.769 1.721 1.285
O: 0.020 2.087 2.151
O: 0.587 1.971 -0.003
H: 2.044 -3.332 -1.530
H: 3.999 -1.182 0.168
H: 2.851 -1.515 1.483
H: 2.706 1.599 2.191
H: 1.724 0.130 2.383
S: 0.217 -1.895 0.636
C: -0.959 -0.785 0.022
N: -1.747 -0.169 0.876
C: -2.826 0.761 0.518
C: -2.565 1.343 -0.859
C: -2.209 0.234 -1.833
N: -1.078 -0.541 -1.294
H: -1.540 -0.311 1.854
H: -2.830 1.543 1.275
H: -3.777 0.227 0.559
H: -1.748 2.060 -0.798
H: -3.452 1.868 -1.209
H: -1.906 0.635 -2.799
H: -3.054 -0.439 -1.996
H: -0.625 -1.213 -1.896